#a
DFT (the ωB97M-V functional and the def2-TZVPD basis) results for one molecule with the formula C3H5NS.

CARTESIAN COORDINATES (ANGSTROEM)
C (-1.22, 0.47, -0.86)
C (0.39, -0.85, 0.36)
C (1.06, 0.40, 0.37)
H (-1.22, 1.54, -1.10)
H (-0.42, -1.04, 1.07)
H (1.02, -1.85, 0.38)
H (0.81, 1.20, 0.98)
H (2.03, 0.65, -0.04)
N (0.03, -0.02, -0.68)
S (-2.47, -0.50, -0.49)

Properties
highest occupied orbital energy	-8.66	eV
gap between HOMO and LUMO	8.9577	eV
structure (SMILES)	S=CN1CC1
LUMO	0.3	eV

#b
DFT (the ωB97M-V functional and the def2-TZVPD basis) results for a 2-piece molecular cluster, C3H5NS overall.

CARTESIAN COORDINATES (ANGSTROEM)
C (0.33, -1.02, 0.08)
C (-0.37, 0.22, 0.87)
C (-0.81, 1.31, -0.04)
H (1.36, 0.56, -2.13)
H (1.40, -0.76, 0.08)
H (0.13, -2.10, 0.75)
H (-1.24, -0.39, 1.07)
H (0.24, 0.63, 1.75)
N (-0.78, 2.24, -0.68)
S (-0.26, -0.71, -1.76)

Properties
highest occupied orbital energy	-9.29	eV
gap between HOMO and LUMO	7.7558	eV
LUMO	-1.5	eV

Quick one: most stable of them? #a

#a
DFT (the ωB97M-V functional and the def2-TZVPD basis) results for C2H8N4O as an isolated structure.

CARTESIAN COORDINATES (ANGSTROEM)
C (2.41, -0.53, 0.00)
C (-0.11, -0.48, -0.05)
H (2.34, -0.44, 1.35)
H (2.26, 0.75, -0.50)
H (3.09, -1.38, -0.68)
H (-1.48, -2.05, -0.47)
H (-2.09, 1.02, -0.52)
H (-2.93, -0.19, 0.88)
H (-1.54, 0.97, 0.33)
H (1.08, 2.27, 0.01)
N (1.10, -1.06, -0.17)
N (-1.37, -1.20, 0.05)
N (-2.50, -0.31, -0.30)
N (-0.47, 0.86, 0.41)
O (0.22, 1.77, -0.33)

Properties
highest occupied orbital energy	-8.49	eV
gap between HOMO and LUMO	8.6487	eV
LUMO	0.2	eV

#b
DFT (the ωB97M-V functional and the def2-TZVPD basis) results for one molecule with the formula C2H8N4O.

CARTESIAN COORDINATES (ANGSTROEM)
C (-0.34, -0.46, -0.84)
C (-1.59, 0.27, -0.30)
N (0.81, 1.88, -0.10)
N (1.37, 0.88, 0.40)
N (1.46, -1.53, 0.41)
N (0.78, -0.37, 0.07)
O (-1.94, -0.15, 1.00)
H (-0.55, -1.52, -0.95)
H (-0.07, -0.02, -1.80)
H (-2.44, 0.04, -0.94)
H (-1.41, 1.36, -0.32)
H (1.33, 2.71, 0.21)
H (1.37, -1.74, 1.40)
H (2.44, -1.46, 0.17)
H (-1.23, 0.11, 1.60)

Properties
highest occupied orbital energy	-9.14	eV
gap between HOMO and LUMO	10.1937	eV
structure (SMILES)	[H]/N=N/N(N)CCO
LUMO	1.1	eV

#c
DFT (the ωB97M-V functional and the def2-TZVPD basis) results for C2H8N4O as an isolated structure.

CARTESIAN COORDINATES (ANGSTROEM)
C (1.29, -1.66, 0.28)
N (0.80, -0.44, 0.88)
N (-0.16, 0.18, -1.95)
N (-1.01, 1.65, 0.76)
C (-1.11, 0.60, 1.52)
O (0.59, 1.00, -1.08)
N (-0.40, -0.51, 1.27)
H (-1.01, 0.67, -2.21)
H (0.41, 0.06, -2.78)
H (-0.16, 1.44, -0.27)
H (-1.67, 2.39, 0.92)
H (-1.82, 0.51, 2.34)
H (0.83, -2.55, 0.71)
H (2.37, -1.69, 0.39)
H (1.04, -1.65, -0.79)

Properties
highest occupied orbital energy (spin up / spin down)	-7.59 / -7.59	eV
gap between HOMO and LUMO (spin up / spin down)	7.2679 / 7.2674	eV
LUMO (spin up / spin down)	-0.3 / -0.3	eV

Quick one: most stable of them? #b

#a
DFT (the ωB97M-V functional and the def2-TZVPD basis) results for one molecule with the formula C3H7N3O2.

CARTESIAN COORDINATES (ANGSTROEM)
C (-0.92, -0.11, -0.40)
C (1.75, 0.28, -0.20)
C (1.08, -0.98, 0.24)
H (-2.74, 1.28, 0.14)
H (-2.41, -1.19, 0.71)
H (1.37, 2.11, -0.23)
H (1.83, 0.10, -1.34)
H (2.92, 0.26, 0.12)
H (0.73, -1.01, 1.42)
H (1.59, -1.96, -0.07)
N (-2.19, -0.56, 0.00)
N (-0.57, 1.19, -0.13)
N (0.92, 1.32, 0.17)
O (-3.13, 0.48, -0.06)
O (-0.22, -1.20, -0.37)

Properties
highest occupied orbital energy	-8.32	eV
gap between HOMO and LUMO	9.1478	eV
structure (SMILES)	ONC1=NNCCO1
LUMO	0.8	eV

#b
DFT (the ωB97M-V functional and the def2-TZVPD basis) results for a 2-piece molecular cluster, C3H7N3O2 overall.

CARTESIAN COORDINATES (ANGSTROEM)
C (-1.63, -0.19, -0.24)
C (-0.58, -0.91, 0.73)
C (1.39, -1.13, -0.47)
H (-1.97, 1.45, 1.08)
H (-2.14, 1.70, -0.63)
H (-1.32, -1.55, 1.45)
H (-0.17, -0.15, 1.48)
H (2.27, -1.82, -0.73)
H (0.54, 0.61, -0.74)
H (2.70, 2.26, 0.37)
N (-1.70, 1.19, 0.09)
N (0.35, -1.85, -0.05)
N (1.44, 0.19, -0.33)
O (-1.93, -0.49, -1.50)
O (2.75, 0.69, -0.51)

Properties
highest occupied orbital energy	-8.91	eV
gap between HOMO and LUMO	6.5218	eV
LUMO	-2.4	eV

#c
DFT (the ωB97M-V functional and the def2-TZVPD basis) results for C3H7N3O2 as an isolated structure.

CARTESIAN COORDINATES (ANGSTROEM)
C (-0.70, 0.49, 1.17)
C (-0.09, 1.06, -0.16)
C (0.94, -0.53, -1.46)
H (-2.17, -0.04, -0.36)
H (-2.57, -0.18, 1.41)
H (1.02, 1.29, -0.13)
H (-0.42, 2.02, -0.48)
H (0.95, -0.81, -2.45)
H (2.07, -2.15, -0.48)
H (0.80, 0.03, 1.13)
N (-2.02, 0.46, 0.66)
N (0.03, 0.40, -1.36)
N (1.68, -1.12, -0.48)
O (-0.45, 0.25, 2.25)
O (0.93, -1.17, 0.73)

Properties
highest occupied orbital energy	-8.95	eV
gap between HOMO and LUMO	9.7079	eV
LUMO	0.8	eV

Quick one: most stable of them? #a

#a
DFT (the ωB97M-V functional and the def2-TZVPD basis) results for a 5-piece molecular cluster, H12NO4 overall.

CARTESIAN COORDINATES (ANGSTROEM)
N (-0.11, -0.71, -0.92)
H (0.32, -1.63, -1.27)
H (-0.68, -0.12, -1.70)
H (-0.88, -1.01, -0.13)
H (0.61, -0.09, -0.58)
H (-1.09, 0.29, 1.91)
H (-0.56, -0.78, 2.78)
O (-0.97, -0.60, 1.96)
H (2.41, 1.33, 1.60)
H (1.14, 2.13, 2.32)
O (1.32, 1.57, 1.58)
H (2.22, 1.90, -1.79)
H (3.11, 0.84, -1.51)
O (2.19, 1.01, -1.71)
H (-2.83, -1.59, -0.13)
H (-3.34, -1.45, -1.55)
O (-2.49, -1.33, -1.01)

Properties
highest occupied orbital energy	-14.97	eV
gap between HOMO and LUMO	11.8041	eV
net charge	+1
LUMO	-3.2	eV

#b
DFT (the ωB97M-V functional and the def2-TZVPD basis) results for a 5-piece molecular cluster, H12NO4 overall.

CARTESIAN COORDINATES (ANGSTROEM)
N (0.80, -0.07, -0.95)
H (0.66, -0.80, -0.24)
H (1.31, -0.47, -1.75)
H (-0.02, 0.41, -1.30)
H (1.32, 0.62, -0.40)
H (-2.25, 0.38, 3.62)
H (-1.68, -1.06, 3.32)
O (-1.67, -0.13, 3.05)
H (1.02, -1.19, -4.27)
H (2.39, -0.59, -3.86)
O (1.47, -0.71, -3.56)
H (-1.83, 2.35, -0.83)
H (-0.78, 3.07, -0.08)
O (-1.13, 2.18, -0.19)
H (1.13, -1.83, 2.21)
H (0.03, -0.82, 2.39)
O (0.52, -1.28, 1.69)

Properties
highest occupied orbital energy	-14.90	eV
gap between HOMO and LUMO	11.9381	eV
net charge	+1
LUMO	-3.0	eV

#c
DFT (the ωB97M-V functional and the def2-TZVPD basis) results for a 5-piece molecular cluster, H12NO4 overall.

CARTESIAN COORDINATES (ANGSTROEM)
N (0.23, 0.08, 1.01)
H (-0.18, -0.64, 0.29)
H (-0.06, 1.04, 0.87)
H (1.21, 0.07, 1.29)
H (-0.12, -0.10, 1.96)
H (-4.27, -2.40, -2.08)
H (-3.28, -3.38, -1.30)
O (-3.35, -2.56, -1.79)
H (0.82, 3.72, 0.96)
H (1.52, 3.28, -0.35)
O (1.02, 2.97, 0.39)
H (2.20, 1.54, 0.51)
H (3.76, 1.13, 0.85)
O (2.96, 0.98, 0.35)
H (-0.19, -2.35, -1.01)
H (-1.53, -1.75, -1.25)
O (-0.74, -1.63, -0.70)

Properties
highest occupied orbital energy	-15.07	eV
gap between HOMO and LUMO	11.9895	eV
net charge	+1
LUMO	-3.1	eV

Quick one: most stable of them? #b

#a
DFT (the ωB97M-V functional and the def2-TZVPD basis) results for a 2-piece molecular cluster, CH5O2P overall.

CARTESIAN COORDINATES (ANGSTROEM)
C (-1.15, -0.79, -0.04)
O (2.63, 0.02, 0.13)
O (0.21, -0.77, 0.11)
P (1.26, 0.43, -0.05)
H (-1.47, 0.31, 0.23)
H (-1.61, -1.60, 0.50)
H (-1.43, -0.93, -1.07)
H (1.15, 1.12, -1.32)
H (0.41, 2.21, 1.52)

Properties
highest occupied orbital energy (spin up / spin down)	-10.12 / -9.06	eV
gap between HOMO and LUMO (spin up / spin down)	9.1239 / 8.2847	eV
LUMO (spin up / spin down)	-1.0 / -0.8	eV

#b
DFT (the ωB97M-V functional and the def2-TZVPD basis) results for a 2-piece molecular cluster, CH5O2P overall.

CARTESIAN COORDINATES (ANGSTROEM)
C (-1.29, 0.84, -0.19)
O (-1.68, -0.44, -0.27)
O (1.65, -0.55, 0.98)
P (1.49, 0.01, -0.69)
H (-0.87, 1.32, 0.74)
H (-1.59, 1.64, -0.92)
H (-1.05, -0.81, 0.33)
H (2.58, -0.77, 0.97)
H (0.75, -1.23, -0.96)

Properties
highest occupied orbital energy (spin up / spin down)	-7.69 / -8.07	eV
gap between HOMO and LUMO (spin up / spin down)	7.1002 / 8.5982	eV
LUMO (spin up / spin down)	-0.6 / 0.5	eV

Quick one: most stable of them? #a